Entry 1:
{"formula": "C4H8O2", "method": "ωB97M-V/def2-TZVPD", "symbols": ["O", "C", "C", "H", "H", "H", "H", "C", "C", "O", "H", "H", "H", "H"], "positions_angstrom": [[-0.23512, 1.72584, -1.28185], [-0.64571, 2.48076, -0.44661], [-1.86799, 2.33718, 0.43919], [-0.03107, 3.34597, -0.10579], [-2.45214, 1.47281, 0.13746], [-1.40337, 2.10081, 1.41476], [-2.26310, 3.33979, 0.63399], [1.68352, -3.38877, -0.06919], [1.31193, -2.14919, -0.36200], [0.24414, -1.54695, 0.21528], [2.59649, -3.65191, -0.57343], [1.03195, -4.00565, 0.51659], [1.91811, -1.43900, -0.92268], [0.11235, -0.62169, 0.40427]], "forces_ev_per_angstrom": [[-0.32, -0.18, -0.16], [0.18, 0.39, 1.13], [1.64, -0.22, 0.15], [0.05, 0.08, -0.43], [-0.68, 0.49, -0.02], [-0.14, -0.13, -0.15], [-0.72, -0.45, -0.46], [-0.29, 1.10, -0.97], [0.67, 1.88, 0.96], [-1.77, -1.64, 0.63], [0.01, -0.80, 0.14], [0.22, -0.46, 0.25], [0.11, -0.43, -0.27], [1.04, 0.36, -0.80]], "gap_ev": 9.56, "charge": 0, "smiles": "C=CO.CC=O"}


Entry 2:
{"formula": "C31H28N5S3SbV", "method": "ωB97M-V/def2-TZVPD", "symbols": ["V", "C", "S", "C", "S", "N", "N", "C", "C", "C", "C", "C", "C", "N", "H", "H", "H", "H", "H", "H", "H", "H", "C", "C", "C", "C", "N", "C", "S", "N", "H", "H", "H", "H", "H", "C", "C", "C", "C", "C", "C", "Sb", "C", "C", "C", "C", "C", "C", "C", "C", "C", "C", "C", "C", "H", "H", "H", "H", "H", "H", "H", "H", "H", "H", "H", "H", "H", "H", "H"], "positions_angstrom": [[-0.38008, 0.01016, -0.94057], [3.72366, 0.84762, 2.88199], [3.82117, 1.11100, 1.09972], [2.15739, 1.03192, 0.68357], [2.00686, 1.00614, -1.13581], [1.20025, 0.95937, 1.51471], [-0.04798, 0.77320, 0.96100], [-1.05527, 1.17427, 1.64864], [-2.34609, 0.99283, 1.01680], [-3.53746, 1.35725, 1.62799], [-4.72821, 1.15046, 0.95256], [-4.68401, 0.58810, -0.31546], [-3.45733, 0.25173, -0.86208], [-2.30285, 0.44178, -0.21804], [4.75526, 0.80310, 3.22457], [3.21547, -0.08792, 3.09964], [3.20907, 1.67985, 3.35396], [-0.94348, 1.61219, 2.63446], [-3.51926, 1.79148, 2.61831], [-5.67258, 1.42018, 1.40434], [-5.58758, 0.40948, -0.87998], [-3.38309, -0.19051, -1.84772], [-2.16883, 5.78887, 0.70800], [-0.84082, 5.14638, 0.50333], [0.32680, 5.62033, 1.10684], [1.50909, 4.95055, 0.86852], [1.56758, 3.88122, 0.06091], [0.41244, 3.53788, -0.44420], [0.37229, 2.19332, -1.64955], [-0.78714, 4.05958, -0.28582], [-2.06559, 6.85323, 0.90887], [-2.66587, 5.33589, 1.56903], [-2.79681, 5.63711, -0.16663], [0.30625, 6.49636, 1.73912], [2.44319, 5.27395, 1.31077], [-0.61450, -6.77192, 1.60861], [0.31570, -6.74234, 0.57981], [0.65221, -5.53840, -0.02186], [0.04955, -4.36392, 0.41659], [-0.87654, -4.38954, 1.45619], [-1.21129, -5.59797, 2.04829], [0.52544, -2.53795, -0.50339], [-1.03709, -2.30094, -1.97072], [-2.20995, -3.05413, -1.99957], [-3.15662, -2.82613, -2.98637], [-2.97140, -1.82375, -3.93528], [-1.83311, -1.03152, -3.89678], [-0.87392, -1.27711, -2.91554], [2.08998, -2.97668, -1.84258], [1.86196, -3.69062, -3.01659], [2.91278, -3.93823, -3.88790], [4.18742, -3.47431, -3.59035], [4.41686, -2.76160, -2.42255], [3.36840, -2.50986, -1.54905], [-0.87157, -7.71339, 2.07491], [0.78390, -7.65852, 0.24607], [1.38570, -5.52319, -0.81873], [-1.33558, -3.47422, 1.81382], [-1.92967, -5.62326, 2.85645], [-2.36579, -3.84420, -1.27358], [-4.04727, -3.43988, -3.02531], [-3.71505, -1.66401, -4.70422], [-1.67922, -0.25154, -4.63085], [0.07457, -0.70321, -2.96703], [0.87035, -4.05593, -3.25955], [2.73741, -4.49467, -4.79884], [5.00437, -3.67114, -4.27124], [5.41105, -2.40410, -2.19060], [3.56145, -1.95618, -0.63444]], "forces_ev_per_angstrom": [[0.02, 0.31, 0.27], [0.03, -0.03, -0.03], [0.00, 0.04, 0.06], [0.05, 0.05, -0.26], [-0.01, -0.15, -0.12], [-0.13, 0.00, 0.29], [-0.03, -0.12, -0.13], [-0.03, -0.12, -0.05], [-0.08, 0.04, 0.21], [0.02, 0.00, -0.03], [0.06, -0.02, -0.04], [0.06, 0.00, 0.00], [-0.16, -0.05, -0.13], [0.18, -0.05, -0.01], [0.00, 0.00, 0.00], [0.00, 0.00, 0.00], [-0.01, 0.00, -0.01], [0.05, 0.05, -0.03], [0.00, 0.00, 0.00], [0.00, 0.00, 0.01], [0.00, -0.01, -0.01], [-0.05, 0.01, 0.02], [-0.05, 0.02, 0.01], [0.17, -0.08, -0.04], [-0.09, -0.01, -0.02], [0.00, 0.01, -0.01], [-0.01, 0.02, 0.05], [-0.16, 0.04, -0.15], [0.07, -0.02, 0.13], [0.09, 0.10, 0.12], [0.00, 0.00, 0.00], [-0.02, 0.00, 0.00], [-0.01, 0.01, 0.01], [-0.01, 0.00, 0.00], [0.00, -0.01, 0.00], [-0.02, 0.00, 0.02], [0.01, -0.03, 0.00], [0.04, 0.02, -0.03], [-0.06, 0.03, -0.02], [-0.03, 0.07, 0.01], [0.01, -0.02, -0.01], [0.10, -0.01, 0.01], [-0.01, 0.10, -0.03], [0.04, -0.04, 0.06], [-0.06, 0.00, -0.04], [0.06, 0.06, -0.01], [-0.04, -0.05, -0.02], [0.09, 0.00, 0.04], [-0.05, -0.03, -0.01], [-0.01, -0.03, -0.03], [0.00, 0.01, 0.00], [0.00, -0.01, -0.01], [0.01, 0.00, 0.00], [0.03, 0.03, 0.05], [0.00, 0.00, 0.00], [0.00, 0.00, -0.01], [0.00, 0.01, -0.01], [0.00, 0.00, 0.00], [0.00, 0.00, 0.00], [0.00, 0.00, -0.01], [0.00, 0.00, 0.00], [0.00, 0.01, -0.01], [0.00, 0.00, 0.00], [-0.09, -0.16, -0.06], [0.01, 0.00, 0.01], [0.00, 0.00, 0.00], [0.00, 0.00, 0.00], [0.01, 0.00, 0.00], [-0.01, -0.01, -0.01]], "multiplicity": 2, "gap_ev": [7.34, 6.61], "charge": 2}


Entry 3:
{"formula": "C25H26N6O3", "method": "ωB97M-V/def2-TZVPD", "symbols": ["C", "H", "O", "C", "C", "C", "C", "C", "C", "H", "H", "H", "N", "C", "N", "C", "N", "C", "O", "C", "N", "N", "C", "H", "H", "C", "O", "N", "C", "H", "C", "H", "C", "C", "C", "H", "H", "H", "H", "H", "C", "C", "C", "C", "C", "C", "C", "H", "H", "H", "H", "H", "H", "H", "H", "H", "H", "H", "H", "H"], "positions_angstrom": [[3.84075, -6.92447, -4.17102], [4.23808, -7.56613, -4.82848], [3.96426, -5.63373, -4.71666], [3.57772, -4.52902, -4.23416], [2.79315, -4.46595, -3.27650], [2.46167, -3.38372, -2.59835], [2.89898, -2.17856, -3.14660], [3.37562, -2.21464, -4.37910], [3.86816, -3.42870, -4.90289], [4.54840, -3.33097, -5.72256], [3.64387, -1.42416, -4.67415], [2.22084, -1.39682, -2.80324], [1.57191, -3.30287, -1.58211], [0.99727, -2.46693, -0.59072], [1.06551, -1.08351, -0.92814], [0.63599, -0.45590, 0.11013], [-0.09079, -0.79418, 1.07078], [-0.28109, -2.31143, 1.35322], [-1.19597, -2.67109, 2.33860], [0.39184, -3.13036, 0.44813], [0.42214, -4.44072, 0.07925], [1.28169, -4.76588, -0.74836], [-0.98247, -0.09583, 2.04601], [-0.17327, 0.63714, 2.51843], [-1.68118, -0.73836, 2.64194], [-2.09033, 0.73564, 1.14421], [-1.93800, 0.68572, -0.20477], [-3.08243, 1.33264, 1.85528], [-2.79667, 1.69018, 3.20382], [-2.18377, 1.13922, 3.76945], [-2.64443, 3.14820, 3.38342], [-2.60106, 3.44926, 4.29903], [-3.54077, 4.10607, 2.64865], [-3.50613, 3.73061, 1.03926], [-3.86403, 2.19888, 0.98228], [-4.00071, 1.75960, 0.14637], [-5.04924, 2.01666, 1.33760], [-4.14668, 4.22866, 0.79372], [-2.60963, 3.79625, 0.69181], [-4.47564, 3.79889, 3.12094], [-3.03061, 5.70252, 2.85146], [-1.61276, 5.76858, 2.34035], [-0.58021, 5.81342, 2.95556], [0.71056, 6.18233, 2.40833], [0.69346, 6.36248, 1.08913], [-0.41975, 6.72957, 0.37043], [-1.57937, 6.42661, 0.86950], [-2.45009, 6.56907, 0.23094], [-0.41653, 6.81486, -0.70634], [1.76645, 6.54373, 0.76434], [1.38339, 6.07239, 3.13341], [-0.84414, 5.60331, 4.04308], [-4.09463, 6.30133, 2.26791], [-3.10111, 5.95962, 3.85781], [-1.45987, 3.48857, 3.06396], [-3.86377, 1.54069, 3.79948], [0.54790, 0.68311, -0.09333], [2.59121, -5.57673, -2.57231], [2.67236, -7.19048, -4.17197], [4.33912, -6.93220, -2.96665]], "forces_ev_per_angstrom": [[-3.58, 2.70, 5.52], [2.11, -2.24, -2.08], [3.03, -4.79, -3.03], [2.86, -0.25, -4.70], [-5.84, -7.03, 11.11], [0.15, 4.19, -0.20], [-4.33, 0.18, 2.33], [-0.10, -10.87, 2.41], [0.73, 5.14, -1.46], [0.07, -0.59, -0.57], [3.45, 11.03, -5.40], [1.29, 0.85, 0.06], [-2.81, -3.32, 7.03], [3.54, 2.30, -6.52], [0.83, -3.74, 2.03], [-0.33, 7.43, -4.48], [-3.93, -7.62, 6.41], [-6.00, -0.15, 5.05], [5.49, 1.82, -5.58], [-0.07, 1.26, -1.97], [1.95, -2.70, 1.94], [-2.20, 2.58, -1.59], [0.80, 3.98, -2.22], [-2.51, -1.30, -0.09], [1.92, -0.01, -0.22], [2.89, -1.55, -4.92], [-1.36, 0.53, 7.13], [2.47, -0.52, -2.78], [-7.48, 2.36, 0.89], [2.73, -2.25, 1.27], [5.59, 1.25, -5.97], [-0.11, 1.13, 6.12], [1.64, 0.13, -1.38], [6.19, -11.84, 10.65], [-4.36, 3.13, 7.27], [0.30, -2.60, -6.22], [2.73, 0.96, -0.22], [-12.41, 9.78, -6.43], [5.42, 1.23, -2.33], [-0.89, 1.06, -0.62], [-4.07, -3.04, -2.94], [-11.72, 4.38, -11.03], [8.10, 0.21, 7.94], [-5.39, -1.75, -0.15], [5.95, 2.03, 0.36], [0.81, -1.27, -2.60], [-2.81, -2.32, 3.80], [-0.25, -0.21, 0.66], [0.58, 0.91, -0.12], [-1.53, -0.19, -0.65], [3.81, -0.11, 1.76], [1.67, 0.21, -0.77], [4.02, -1.29, 1.44], [-0.14, 0.42, 1.84], [-2.81, -1.25, 0.43], [2.07, -0.19, -1.27], [0.66, -1.58, 0.72], [0.27, 3.44, -2.62], [2.42, 0.38, 0.64], [-1.53, -0.38, -3.68]], "gap_ev": 7.95, "charge": 0}


Entry 4:
{"formula": "C3H6F2N2", "method": "ωB97M-V/def2-TZVPD", "symbols": ["C", "C", "C", "H", "H", "H", "H", "H", "H", "N", "N", "F", "F"], "positions_angstrom": [[-1.96999, 0.48640, 0.37129], [0.76655, 0.07696, -0.10870], [2.23905, -0.24634, -0.31385], [-1.67668, 0.62701, 1.38562], [-1.57551, 1.39919, -0.20865], [-3.05138, 0.37052, 0.32473], [-1.96328, -1.46044, -0.43478], [0.60125, 1.01861, 0.45732], [2.53741, -0.62464, -1.29526], [-1.39416, -0.63887, -0.21916], [-0.08891, -0.82222, -0.46426], [2.94048, 0.92229, -0.14573], [2.63517, -1.10844, 0.65144]], "forces_ev_per_angstrom": [[0.32, 1.96, -1.18], [0.09, -0.36, -0.07], [-0.79, 0.71, -0.27], [0.29, 0.12, 1.10], [-0.99, -0.87, 0.77], [0.06, 0.35, -0.11], [0.57, 0.73, 0.10], [-0.23, -0.68, -0.43], [-0.29, -0.28, 0.16], [0.42, -2.46, -0.97], [0.10, 1.05, 0.58], [0.07, -0.05, 0.17], [0.38, -0.23, 0.16]], "gap_ev": 9.78, "charge": 0, "smiles": "CN/N=C/C(F)F"}


Quick rundown of relative energy (zero: lowest compared OMol25 entry of this formula, charge and spin), same order as above: 2.595, 1.950, 20.552, 1.351 eV